# 1
Here is a cluster of 14 separate species, C26H72N8O34S6 in total in a non-equilibrium geometry from the Open Molecules 2025 dataset. Energies are from wB97M-V/def2-TZVPD.

Structure (XYZ):
```
146
C26H72N8O34S6 (wB97M-V/def2-TZVPD)
C 7.22525 36.63018 -10.97883
N 6.06589 35.89089 -10.41985
O 6.29746 34.77571 -10.00826
O 4.98077 36.43739 -10.48825
H 8.09645 36.49070 -10.34701
H 6.94841 37.64386 -11.23568
H 7.44635 36.05940 -11.88315
C 4.06589 30.08182 -5.86331
N 5.20515 29.49209 -5.08242
O 5.29094 29.82026 -3.91477
O 5.98492 28.80915 -5.69687
H 3.49324 30.62367 -5.11917
H 3.43428 29.24279 -6.14928
H 4.49319 30.64394 -6.68226
C 6.17557 35.91940 -3.44585
N 6.04557 35.90728 -1.94318
O 6.96422 35.51653 -1.26819
O 5.04359 36.45453 -1.50924
H 6.82221 35.06956 -3.64863
H 6.64955 36.88388 -3.60089
H 5.21881 35.81922 -3.93517
C 8.99501 31.02795 -4.47983
N 8.13342 31.96345 -5.23975
O 7.44060 31.50099 -6.12267
O 8.19422 33.14773 -4.95584
H 9.44934 30.39151 -5.23420
H 8.38983 30.43988 -3.79435
H 9.73610 31.58433 -3.91852
C 1.53897 31.19301 -13.54545
N 2.35471 30.05903 -14.03803
O 1.77569 29.01519 -14.27162
O 3.55359 30.19799 -14.17765
H 1.10184 31.63588 -14.43871
H 2.15729 31.92080 -13.03592
H 0.74192 30.82115 -12.91089
C -0.01443 36.61250 -8.47499
N 1.32821 37.17867 -8.39220
O 1.55299 38.15162 -9.08386
O 2.09328 36.74249 -7.56210
H -0.14283 35.62298 -8.05518
H -0.36530 36.58548 -9.50746
H -0.74616 37.29610 -8.03816
C 2.65879 32.31280 -2.89733
N 3.87866 33.02414 -2.44701
O 4.02038 33.15714 -1.25332
O 4.74043 33.26457 -3.27105
H 2.38318 32.59889 -3.90641
H 1.87526 32.52174 -2.17638
H 2.90961 31.25455 -2.84995
C 2.12465 37.43043 -3.86330
N 1.50376 36.71004 -2.71392
O 1.85786 35.55065 -2.56115
O 0.78553 37.29537 -1.94316
H 2.56348 36.65363 -4.47600
H 2.86984 38.12654 -3.49414
H 1.30985 37.94485 -4.36604
O 5.10397 38.05508 -5.42100
S 4.48401 38.92862 -6.36774
O 3.09839 39.26054 -6.21059
O 5.31464 40.31294 -6.38282
C 4.70701 41.43524 -7.05573
C 5.80551 42.36010 -7.50616
C 4.88992 38.30615 -8.02294
H 4.09836 41.99522 -6.33490
H 3.95313 41.08503 -7.76415
H 6.43275 41.91584 -8.28162
H 6.50040 42.51983 -6.67975
H 5.37514 43.32047 -7.78141
H 4.08491 38.69765 -8.63969
H 4.96385 37.22877 -7.94473
H 5.84217 38.75158 -8.29820
O -0.12192 26.53250 -8.71776
S 1.30000 26.69604 -8.82548
O 2.20674 25.95141 -8.00609
O 1.75285 26.39714 -10.34606
C 0.95158 26.89719 -11.43389
C 1.08116 25.86589 -12.55097
C 1.67685 28.43809 -8.62467
H 1.35825 27.86632 -11.73316
H -0.08836 27.02412 -11.12860
H 0.22192 25.92873 -13.21974
H 1.03927 24.87479 -12.10257
H 2.01589 26.00610 -13.08664
H 2.76215 28.50280 -8.56259
H 1.29991 28.76455 -7.65957
H 1.26352 29.01957 -9.44117
O 5.13105 32.93042 -12.19141
S 4.83024 33.61433 -13.41595
O 3.49308 33.70780 -13.93007
O 5.48427 35.08968 -13.24235
C 5.29213 36.06861 -14.26850
C 6.59007 36.37216 -14.97408
C 5.87090 32.94114 -14.71405
H 4.96248 36.98065 -13.76458
H 4.49266 35.80851 -14.96377
H 6.56284 37.09967 -15.78323
H 6.94582 35.47991 -15.50613
H 7.38492 36.59658 -14.26235
H 5.64897 31.87850 -14.75169
H 6.88909 33.08389 -14.34763
H 5.79676 33.53857 -15.61652
O -0.67401 30.27056 -7.22192
S -0.60145 30.92047 -5.95364
O 0.45582 30.63287 -5.01587
O -0.57977 32.52329 -6.16328
C -0.67938 33.32084 -4.96840
C -0.04960 34.66304 -5.25318
C -2.17205 30.68061 -5.10052
H -0.22065 32.87023 -4.08581
H -1.73863 33.39718 -4.70865
H 0.97508 34.56640 -5.61408
H 0.05375 35.20092 -4.31182
H -0.64208 35.23445 -5.96248
H -2.21810 31.29716 -4.20587
H -2.28646 29.64300 -4.79414
H -3.00332 30.93852 -5.75415
O 2.02938 31.38069 -8.21227
S 2.44947 32.73816 -8.41637
O 1.50372 33.82842 -8.33731
O 3.68412 33.05403 -7.44401
C 4.16401 34.43820 -7.33067
C 5.52233 34.32128 -6.64010
C 3.25283 32.80204 -10.03651
H 3.49556 34.91425 -6.61503
H 4.17388 34.83097 -8.34328
H 5.77622 35.34153 -6.34109
H 6.23143 33.94903 -7.37719
H 5.46134 33.67361 -5.77158
H 2.49050 32.68962 -10.79832
H 3.98893 32.00092 -10.04177
H 3.83614 33.71870 -10.04528
O -2.15763 32.77041 -12.21155
S -1.23255 33.19142 -11.19111
O 0.09965 33.60359 -11.53572
O -1.83932 34.44909 -10.39813
C -3.24106 34.46008 -10.08445
C -3.78666 35.84350 -10.38472
C -1.15440 31.96741 -9.88262
H -3.34419 34.18544 -9.02916
H -3.77200 33.68623 -10.64255
H -3.14451 36.61778 -9.96193
H -4.79968 35.93772 -10.00121
H -3.72872 36.01290 -11.46045
H -0.59150 32.41586 -9.06082
H -0.50476 31.17022 -10.23697
H -2.14615 31.69875 -9.53667
```

Its LUMO energy is -0.22 eV. Its electronic energy is -6418.35660 Ha. Its HOMO energy is -0.375 Ha. Its energy above the lowest of the compared OMol25 structures with the same formula, charge and spin is 0.0 kcal/mol. The strongest force on any atom comes out at 2.1 eV Å⁻¹.

***

# 2
Here is a cluster of 10 separate species, C26H73NO18 in total in a non-equilibrium geometry from the Open Molecules 2025 dataset. Energies are from wB97M-V/def2-TZVPD.

Structure (XYZ):
```
118
C26H73NO18 (wB97M-V/def2-TZVPD)
C -2.26503 -0.96255 -4.78514
C -3.62543 -0.36461 -5.31760
O -3.76860 0.99821 -4.83079
O -1.14248 -0.18951 -5.31185
H -2.10471 -1.99674 -5.08985
H -2.23079 -0.95758 -3.69569
H -4.47133 -0.97605 -5.00343
H -3.64051 -0.46339 -6.40301
H -4.52403 1.36324 -5.29735
H -1.08554 0.61880 -4.79708
C -5.06953 2.11834 -1.22716
C -4.03452 3.19886 -1.14389
O -4.45036 4.37079 -1.81769
O -6.30849 2.59467 -0.73162
H -4.79527 1.20678 -0.69619
H -5.12876 1.77675 -2.26055
H -3.07053 2.83914 -1.50363
H -3.86490 3.37432 -0.08157
H -5.30751 4.60350 -1.45334
H -7.03656 1.97605 -0.82567
C 0.53717 0.48918 0.29171
C -0.42733 -0.21991 -0.67975
O -1.60913 0.61167 -0.83369
O -0.10277 1.12587 1.42364
H 1.11896 1.22587 -0.26229
H 1.29559 -0.10848 0.79738
H -0.68431 -1.18748 -0.24860
H 0.10023 -0.40181 -1.61606
H -1.49050 1.09078 -1.65709
H -0.77563 1.72382 1.08996
C 2.86918 -2.27305 3.17840
C 3.95749 -3.29078 3.39391
O 3.99116 -3.76005 4.66424
O 3.16131 -1.07724 3.90906
H 1.86481 -2.60228 3.44477
H 2.72343 -2.04401 2.12275
H 4.89633 -2.81450 3.11133
H 3.92344 -4.07924 2.64205
H 4.34562 -4.65218 4.65610
H 3.03026 -1.34331 4.82209
C 4.78107 0.11831 0.70736
C 5.75709 0.34445 1.89310
O 5.07758 0.60837 3.13111
O 4.26500 -1.17088 0.53752
H 5.25868 0.44684 -0.21571
H 3.98217 0.85952 0.68574
H 6.52708 1.10100 1.74195
H 6.32658 -0.57882 1.99969
H 4.37365 -0.03274 3.25381
H 3.70994 -1.11561 -0.24380
C 0.26432 2.51197 4.90860
C -0.02916 1.00153 5.20541
O -1.44439 0.90065 5.25217
O -0.09728 3.37251 6.02023
H -0.16453 2.75858 3.93732
H 1.33774 2.67958 4.82047
H 0.36916 0.70689 6.17630
H 0.36529 0.39147 4.39279
H -1.74149 0.71957 4.35743
H -1.04488 3.28064 6.14361
C -0.53260 2.84984 -3.45043
C 0.16622 2.94267 -4.82873
O -0.65196 3.68800 -5.77268
O -1.31587 1.72669 -3.34965
H -0.93950 3.85077 -3.30665
H 0.21292 2.78037 -2.65830
H 0.28022 1.96089 -5.28830
H 1.15274 3.40601 -4.81504
H -0.58833 4.62116 -5.55643
H -2.17899 1.76545 -3.76813
C -1.24268 -4.35668 2.72282
O -2.02035 -3.27850 2.23015
C -1.72035 -2.04339 2.88722
C -2.83711 -0.97783 2.45515
N -2.45753 0.35162 2.82679
C -3.61116 1.24021 2.57945
C -3.11732 2.71502 2.53658
O -2.05494 3.02222 1.64592
C -1.68335 4.40787 1.76212
H -1.46272 -4.66104 3.74607
H -0.26359 -3.87766 2.72576
H -1.37194 -5.15717 1.99440
H -0.71756 -1.75277 2.57407
H -1.83917 -2.29019 3.94224
H -3.75536 -1.24903 2.97604
H -2.90994 -1.07966 1.37236
H -1.74692 0.59365 2.15111
H -4.37155 1.19558 3.35914
H -4.09066 1.09797 1.61097
H -2.71047 2.97727 3.51322
H -3.96012 3.36610 2.30443
H -2.62301 4.95669 1.69935
H -1.01201 4.79839 0.99733
H -1.30296 4.64330 2.75609
C 2.82832 -4.42583 -1.48103
C 1.35548 -4.05830 -1.65243
C 0.58487 -3.67329 -0.32677
O 1.32088 -2.93057 -2.51851
H 3.30975 -3.51043 -1.13699
H 3.26786 -4.76136 -2.42035
H 2.93133 -5.13282 -0.65782
H 0.85800 -4.90419 -2.12687
H 1.03206 -2.78701 0.12337
H 0.79507 -4.46633 0.39087
H -0.46824 -3.40303 -0.40446
H 1.58149 -3.25705 -3.38285
C 4.14294 -1.40011 -3.33011
C 3.25748 -0.35639 -2.69370
C 2.21551 0.21919 -3.67157
O 2.68936 -0.91466 -1.60839
H 3.55193 -2.09389 -3.92802
H 4.74716 -1.88205 -2.56151
H 4.87435 -0.83951 -3.91224
H 3.91615 0.44783 -2.36586
H 1.50176 0.83887 -3.12875
H 1.70635 -0.65344 -4.08069
H 2.63242 0.76397 -4.51861
H 1.97161 -1.49913 -1.86301
```

Its LUMO energy is 0.29 eV. Its electronic energy is -2443.28375 Ha. The SMILES is COCCNCCOC.CC(C)O.CC(C)O.OCCO.OCCO.OCCO.OCCO.OCCO.OCCO.OCCO. Its HOMO energy is -0.326 Ha. Its energy above the lowest of the compared OMol25 structures with the same formula, charge and spin is 0.0 kcal/mol. The strongest force on any atom comes out at 3.2 eV Å⁻¹.

***

# 3
Here is a cluster of 11 separate species, C26H74BO14 in total from the Open Molecules 2025 dataset. Energies are from wB97M-V/def2-TZVPD.

Structure (XYZ):
```
115
C26H74BO14 (wB97M-V/def2-TZVPD)
C -2.59492 1.69930 -2.56119
C -2.85802 1.00140 -1.23511
O -1.99797 -0.08963 -0.95013
C -2.49369 -1.39127 -1.22153
C -1.50737 -2.26472 -2.02888
O -0.50287 -1.51158 -2.66476
C 0.81057 -1.70739 -2.15191
C 1.02533 -1.11751 -0.76356
O 2.17506 -1.75163 -0.28533
B 2.36284 -3.00697 -1.10964
O 1.11884 -3.04353 -1.97231
H -2.76485 2.76832 -2.42667
H -3.23971 1.35169 -3.36724
H -1.55744 1.56914 -2.85648
H -2.70332 1.71547 -0.41984
H -3.90131 0.67244 -1.16411
H -2.69507 -1.87918 -0.26082
H -3.45158 -1.30235 -1.74474
H -1.04252 -3.01166 -1.38574
H -2.05974 -2.81108 -2.79960
H 1.48035 -1.22909 -2.87941
H 1.12760 -0.02609 -0.78363
H 0.15104 -1.36182 -0.13208
H 3.37456 -2.92213 -1.83091
H 2.42970 -4.01539 -0.37663
C -0.09520 2.52232 -7.22549
C -1.51787 2.56160 -6.70086
O -1.58883 2.96249 -5.34175
H 0.51335 1.85681 -6.61379
H -0.07102 2.16853 -8.25774
H 0.35478 3.51821 -7.20202
H -1.95553 1.56335 -6.72002
H -2.14039 3.20784 -7.33240
H -1.20820 3.84228 -5.25527
C 1.15203 2.12990 1.44760
C 0.22004 2.87912 0.51511
O 0.02324 2.21546 -0.72200
H 2.12057 1.96807 0.97285
H 1.28546 2.68374 2.37764
H 0.73432 1.15237 1.69703
H 0.63801 3.85402 0.25667
H -0.73873 3.05781 1.02020
H -0.35593 1.34093 -0.55730
C -4.78659 -3.57389 1.51790
C -5.69554 -2.84563 0.55068
O -5.82884 -3.52881 -0.69663
H -3.80464 -3.72477 1.06873
H -4.67359 -2.98885 2.43093
H -5.19083 -4.55299 1.78868
H -5.27673 -1.87351 0.29207
H -6.67877 -2.67571 1.00267
H -6.17821 -4.41076 -0.53137
C 6.07230 -3.53351 -3.48974
C 6.10774 -2.02440 -3.38753
O 6.01525 -1.38764 -4.67080
H 6.88334 -3.89167 -4.12900
H 6.15918 -3.97833 -2.49828
H 5.11993 -3.86157 -3.91257
H 7.05843 -1.69039 -2.97098
H 5.30237 -1.67962 -2.73525
H 5.15703 -1.63029 -5.03370
C -0.84943 -0.90450 2.74811
C -2.35567 -0.93504 2.58077
O -2.88373 0.27993 2.05406
H -0.55510 -0.08716 3.40839
H -0.48428 -1.84395 3.16703
H -0.36073 -0.76317 1.78139
H -2.85165 -1.07549 3.54347
H -2.63776 -1.76758 1.92997
H -2.49607 0.38390 1.17283
C 0.63801 5.58494 5.80277
C 0.17854 5.28945 4.38781
O -0.13615 3.91858 4.18465
H 1.50495 4.97418 6.05677
H 0.90934 6.63676 5.90112
H -0.15486 5.36232 6.52259
H 0.97366 5.50797 3.67560
H -0.67392 5.92587 4.12461
H -0.85560 3.67374 4.77522
C 6.99216 -5.19515 1.74124
C 7.38383 -4.41010 0.49683
O 6.22162 -3.75144 0.01359
H 6.10761 -5.78228 1.49091
H 7.73540 -5.88009 2.15685
H 6.68556 -4.49272 2.51917
H 7.69421 -5.07120 -0.31470
H 8.21718 -3.72569 0.70178
H 5.85715 -3.21454 0.73158
C 1.08157 10.65452 6.15861
C 0.58656 10.26615 4.77873
O 0.25384 8.88707 4.68274
H 1.94897 10.05445 6.43422
H 1.36322 11.70827 6.18613
H 0.30291 10.49759 6.90902
H 1.36775 10.41919 4.03449
H -0.26700 10.89021 4.49142
H -0.45483 8.70109 5.30769
C 3.01885 -4.53048 3.18834
C 3.75306 -3.20173 3.11860
O 4.39093 -2.99714 1.88150
H 3.70929 -5.35369 2.99794
H 2.56163 -4.67363 4.17082
H 2.22978 -4.56862 2.43569
H 4.54633 -3.16921 3.87084
H 3.06048 -2.37990 3.34071
H 3.73291 -2.99417 1.16130
C -8.69232 -3.14191 -3.93907
C -7.33206 -2.48163 -4.08482
O -6.90405 -1.83692 -2.90124
H -9.44084 -2.40710 -3.64029
H -9.00689 -3.60038 -4.87858
H -8.65961 -3.92553 -3.17816
H -7.37098 -1.70060 -4.84542
H -6.59177 -3.22045 -4.41498
H -6.80942 -2.50023 -2.20265
```

Its LUMO energy is 1.91 eV. Its electronic energy is -2113.18607 Ha. Its HOMO energy is -0.158 Ha. Its net charge is -1. The strongest force on any atom comes out at 0.9 eV Å⁻¹.